[1]
{"formula": "C17H32F15N3O11S", "method": "ωB97M-V/def2-TZVPD", "max_force_ev_per_a": 5.398, "lumo_energy_ev": -6.959, "mol_weight_da": 771.49, "charge": 2, "energy_ha": -3554.51970, "e_above_lowest_ev": 0.000, "species": ["N", "H", "H", "H", "H", "N", "H", "H", "H", "H", "N", "H", "H", "H", "H", "C", "F", "F", "F", "S", "O", "O", "O", "C", "C", "O", "C", "O", "C", "F", "F", "F", "H", "H", "H", "H", "H", "C", "C", "O", "C", "O", "C", "F", "F", "F", "H", "H", "H", "H", "H", "C", "C", "O", "C", "O", "C", "F", "F", "F", "H", "H", "H", "H", "H", "C", "C", "O", "C", "O", "C", "F", "F", "F", "H", "H", "H", "H", "H"], "xyz": [[-21.3569, -2.4353, -2.3769], [-22.1531, -2.0517, -2.8658], [-20.7886, -2.8906, -3.0768], [-21.6415, -3.1954, -1.7758], [-20.7447, -1.7427, -1.9699], [-21.3972, -0.1071, -7.4919], [-21.0871, -1.0632, -7.5911], [-21.9709, 0.0791, -8.3020], [-20.6462, 0.5441, -7.3129], [-22.0499, -0.1483, -6.7222], [-22.0562, -4.4097, -6.0577], [-21.5748, -4.4823, -5.1729], [-22.8720, -3.8176, -6.1212], [-22.1769, -5.3782, -6.3175], [-21.4313, -4.0691, -6.7743], [-25.7705, -0.9549, -4.9893], [-25.9207, -0.1958, -3.8492], [-26.5404, -1.9590, -4.7926], [-26.2403, -0.3781, -6.0898], [-23.9100, -1.4962, -5.2459], [-23.9672, -2.6707, -6.1085], [-23.2186, -0.3475, -5.8339], [-23.3362, -1.8348, -3.9319], [-24.7936, 4.1836, -4.4047], [-23.7314, 3.4450, -5.2537], [-23.5916, 4.0757, -6.5203], [-22.8061, 3.5448, -7.4519], [-22.1924, 2.5313, -7.2838], [-22.8037, 4.3220, -8.8083], [-21.5472, 4.6734, -9.0860], [-23.1445, 3.6356, -9.8469], [-23.6237, 5.4058, -8.7088], [-24.4303, 5.0847, -3.9106], [-25.0992, 3.5211, -3.5949], [-25.7345, 4.3384, -4.9328], [-24.1000, 2.4406, -5.4621], [-22.7914, 3.3990, -4.7039], [-26.1327, -5.2351, -3.3138], [-26.4935, -4.2740, -2.2012], [-26.3697, -4.8511, -0.8924], [-25.0400, -4.9663, -0.3634], [-23.9949, -4.6974, -1.0265], [-24.9752, -5.5819, 1.0285], [-24.9985, -4.6330, 1.9290], [-25.9906, -6.3852, 1.2768], [-23.8736, -6.2721, 1.1762], [-26.8212, -6.0752, -3.4036], [-25.1432, -5.6872, -3.2461], [-26.1104, -4.6592, -4.2390], [-27.5083, -3.9179, -2.3787], [-25.8202, -3.4171, -2.2242], [-27.1910, -3.5759, -9.5817], [-26.7762, -3.0356, -8.2157], [-27.9028, -3.2857, -7.3592], [-28.2648, -4.5335, -6.9099], [-27.6413, -5.5669, -7.2237], [-29.5849, -4.6132, -6.0650], [-29.2861, -5.2208, -4.8846], [-30.0997, -3.3524, -5.8879], [-30.5014, -5.3789, -6.6194], [-28.0961, -3.0800, -9.9323], [-27.2243, -4.6582, -9.7063], [-26.4477, -3.1372, -10.2475], [-26.6523, -1.9550, -8.1446], [-25.9600, -3.6550, -7.8438], [-21.7687, 1.2669, -3.1102], [-20.6620, 0.9537, -4.1743], [-19.3712, 1.1589, -3.5481], [-18.8504, 0.2902, -2.5997], [-19.4208, -0.7183, -2.1850], [-17.3864, 0.6572, -2.1544], [-16.5636, -0.3383, -2.5234], [-16.9356, 1.8064, -2.6486], [-17.3892, 0.7079, -0.8319], [-21.5689, 0.6722, -2.2188], [-22.7740, 1.0080, -3.4424], [-21.7649, 2.3338, -2.8868], [-20.6834, 1.5700, -5.0731], [-20.6797, -0.0562, -4.5840]], "forces_ev_per_a": [[0.529, -1.618, -0.138], [-0.941, 0.560, -0.279], [0.372, 0.026, -0.287], [-0.392, -0.017, 0.839], [0.323, 0.620, 0.605], [0.726, -0.888, -1.079], [0.683, -0.118, -0.197], [0.135, 0.827, -0.506], [0.150, 0.406, -0.454], [-1.018, 0.362, 1.229], [2.104, -1.711, -0.742], [-0.084, 0.585, 0.458], [-1.860, 0.866, 0.653], [-0.862, -0.584, -0.268], [0.643, 0.237, -0.117], [-0.175, 1.045, 1.003], [1.081, -0.098, -1.931], [-0.309, -2.408, 0.332], [1.036, 0.868, 0.354], [0.100, 0.289, 1.467], [-0.351, 0.362, -0.405], [-1.299, -0.325, 0.538], [-1.143, 0.306, -1.066], [0.227, -0.605, -0.019], [-1.219, -0.177, 0.913], [0.585, 1.062, -1.501], [-1.478, 0.384, 1.052], [0.931, -1.024, -0.319], [0.074, 1.964, 0.843], [0.355, 0.764, 0.821], [-1.411, -1.630, -0.832], [1.075, -0.943, -0.128], [-0.021, 0.113, -0.454], [0.272, -0.231, 0.138], [0.297, 0.345, -0.318], [0.212, -0.214, 0.150], [0.158, 0.033, -0.341], [0.278, -0.349, -0.263], [1.036, 0.071, -0.461], [3.004, -0.431, 2.066], [0.490, 0.980, -5.286], [-3.867, -0.570, 2.583], [-0.816, -0.451, 0.254], [0.112, 1.310, 0.737], [-0.622, -0.365, -0.333], [1.051, -0.398, -0.239], [-0.226, 0.245, -0.050], [0.139, 0.194, 0.445], [-0.333, -0.075, -0.208], [-0.062, -0.173, 0.690], [-0.025, 0.150, -0.112], [0.929, 1.706, -0.731], [-1.353, -2.377, -0.271], [-2.020, -0.987, 2.540], [2.816, -1.554, -2.702], [-1.875, 3.016, 1.385], [0.209, 0.786, 0.443], [-0.024, 1.137, -0.476], [0.625, -1.674, 0.258], [0.096, 0.294, -0.514], [-0.295, -0.326, 0.294], [-0.012, 0.235, 0.366], [0.276, -0.450, -0.482], [0.268, -0.261, -0.227], [0.396, 0.487, 0.117], [0.496, -0.352, -1.055], [-0.573, -0.297, 1.225], [1.702, -1.104, 1.491], [-2.069, -0.055, -1.789], [1.427, 2.105, -0.716], [0.139, -0.054, 0.092], [-0.470, 0.333, -0.189], [-0.468, -0.578, 0.064], [-0.064, 0.162, 0.125], [0.030, 0.274, 0.067], [0.121, -0.041, -0.266], [0.179, -0.134, 0.188], [0.067, 0.600, 0.448], [-0.223, -0.462, 0.475]]}

[2]
{"formula": "C17H32IIrN2O5P2", "method": "ωB97M-V/def2-TZVPD", "multiplicity": 6, "max_force_ev_per_a": 5.914, "lumo_energy_ev": [-9.441, -13.946], "mol_weight_da": 725.52, "s2": 8.772, "charge": 3, "energy_ha": -2236.26079, "species": ["C", "C", "H", "H", "H", "O", "I", "Ir", "P", "C", "C", "H", "H", "H", "H", "H", "H", "C", "H", "H", "H", "P", "C", "C", "H", "H", "H", "C", "H", "H", "H", "H", "H", "H", "C", "O", "C", "C", "C", "C", "C", "C", "O", "N", "C", "O", "N", "C", "O", "H", "H", "H", "H", "H", "H", "H", "H", "H", "H", "H"], "xyz": [[1.2557, -4.5896, -3.6384], [0.4800, -3.6667, -2.7857], [0.5737, -5.3194, -4.0883], [2.0037, -5.1149, -3.0342], [1.7610, -4.0270, -4.4307], [-0.6781, -3.6093, -2.5147], [2.2361, -2.0672, -1.8849], [0.3503, -1.0723, -0.7950], [-0.2756, 0.2086, -2.6871], [-1.8308, 1.1154, -2.4808], [1.0354, 1.4159, -3.0008], [1.1140, 1.5824, -4.0834], [-0.7652, -0.0541, -5.0229], [2.0013, 1.0583, -2.6235], [0.4413, -1.2594, -4.4890], [-1.9336, 1.4644, -1.4434], [0.7805, 2.3639, -2.5094], [-0.4877, -0.7452, -4.2149], [-1.8391, 1.9689, -3.1662], [-1.2872, -1.4859, -4.0777], [-2.6659, 0.4497, -2.7263], [0.3884, -2.6268, 1.0133], [-1.0217, -2.4877, 2.1560], [0.4101, -4.3757, 0.5235], [2.6627, -1.8598, 1.3831], [2.2671, -3.3204, 2.3508], [1.6539, -1.7104, 2.8454], [1.8898, -2.3537, 1.9865], [1.3141, -4.6069, -0.0537], [0.3938, -4.9983, 1.4304], [-0.8238, -3.0886, 3.0511], [-1.9281, -2.8540, 1.6624], [-0.4703, -4.5999, -0.0959], [-1.1726, -1.4408, 2.4395], [-1.3997, -1.6891, -0.9630], [-2.5153, -2.0115, -1.0085], [-0.6244, 1.5622, 4.0691], [-0.9136, 2.7948, 3.2343], [-0.1318, 2.8378, 1.8981], [-0.3742, 4.2086, 1.1700], [-1.8178, 4.6799, 1.1630], [1.3679, 2.7715, 2.1836], [1.9280, 3.3118, 3.1282], [2.1090, 2.0939, 1.2194], [1.6409, 0.9943, 0.5447], [2.4311, 0.2259, -0.0508], [0.3181, 0.7413, 0.5176], [-0.5926, 1.6697, 0.9830], [-1.7856, 1.5716, 0.6725], [-0.9761, 0.6515, 3.5667], [-1.1595, 1.6486, 5.0211], [0.4495, 1.4810, 4.2798], [-1.9828, 2.8443, 2.9932], [-0.6550, 3.7042, 3.7998], [0.2508, 4.9699, 1.6649], [0.0067, 4.1141, 0.1416], [-2.1279, 5.0179, 2.1609], [-1.9179, 5.5233, 0.4725], [-2.4789, 3.8674, 0.8375], [3.1180, 2.1217, 1.3055]], "forces_ev_per_a": [[0.014, -0.577, -0.443], [-2.750, -1.029, -0.298], [0.090, 0.012, -0.001], [0.024, 0.085, -0.123], [0.077, -0.092, 0.095], [0.565, -0.592, -0.556], [4.042, 0.424, -0.358], [-0.098, 1.027, 0.893], [-0.278, 0.910, -1.008], [0.067, -0.183, 0.272], [0.249, 0.193, 0.130], [-0.072, 0.035, 0.205], [0.026, -0.081, 0.220], [-0.213, 0.169, -0.143], [-0.181, 0.130, 0.032], [-0.066, -0.025, -0.521], [0.131, -0.177, -0.116], [-0.032, -0.300, 0.219], [-0.007, -0.093, 0.052], [0.190, 0.160, -0.127], [0.070, 0.155, 0.083], [-0.052, -0.750, 1.440], [0.025, 0.228, -0.391], [-0.171, 0.109, -0.460], [-0.135, -0.228, 0.241], [-0.137, 0.239, -0.049], [0.087, -0.160, -0.180], [0.302, 0.324, 0.096], [-0.150, 0.045, 0.168], [-0.029, 0.245, -0.179], [0.009, 0.069, -0.160], [0.097, 0.006, 0.151], [0.226, -0.039, 0.234], [0.039, -0.181, 0.038], [-5.628, -1.791, -0.291], [3.726, 1.031, 0.086], [0.087, -0.006, 0.175], [-0.388, -0.080, -0.121], [-0.321, 1.593, 1.134], [-0.061, -0.340, -0.535], [0.326, 0.196, 0.230], [1.418, 0.699, 1.736], [-1.762, -1.029, -2.262], [0.347, -1.184, -0.600], [1.596, 1.258, 0.738], [-1.279, 0.338, 0.287], [-1.895, 1.034, 0.256], [1.001, -1.438, -0.911], [0.791, 0.398, 0.786], [0.044, 0.036, 0.109], [0.182, -0.166, -0.178], [-0.269, -0.097, 0.094], [0.243, 0.091, 0.125], [0.021, -0.246, -0.322], [0.010, -0.361, 0.010], [0.025, 0.153, 0.149], [-0.066, -0.172, -0.322], [-0.072, -0.210, 0.100], [-0.233, 0.012, -0.038], [0.195, 0.226, 0.113]]}

> The highest charge belongs to which entry?

C17H32IIrN2O5P2